[1]
A structure of composition C40H33N2O2P2PdS3Se. Source: the OMol25 dataset; level of theory: ωB97M-V with the def2-TZVPD basis set.

The calculation puts the orbital gap at 0.2229 Eh. The LUMO energy comes out at -4.33 eV. Its total energy is -6210.53422 hartree. As for the HOMO energy: -10.39 eV. As for the net charge: +1.

```
84
C40H33N2O2P2PdS3Se, DFT ωB97M-V with the def2-TZVPD basis set
Pd 0.481 -0.352 -0.538
S 1.233 -2.089 0.915
P 0.750 -0.680 2.325
C -0.040 0.427 1.285
P -0.117 2.096 0.899
S 0.120 1.941 -1.127
C 1.178 3.070 1.677
C 1.069 3.366 3.036
C 2.111 4.009 3.684
C 3.251 4.369 2.976
C 3.356 4.080 1.624
C 2.325 3.421 0.972
C -1.675 2.863 1.341
C -1.762 4.248 1.480
C -2.990 4.835 1.741
C -4.125 4.044 1.860
C -4.040 2.666 1.715
C -2.816 2.071 1.451
C 2.210 -0.068 3.179
C 2.189 0.189 4.548
C 3.312 0.725 5.163
C 4.444 1.008 4.416
C 4.465 0.755 3.049
C 3.352 0.217 2.429
C -0.335 -1.306 3.610
C -1.480 -0.594 3.948
C -2.294 -1.051 4.975
C -1.970 -2.221 5.647
C -0.832 -2.939 5.298
C -0.010 -2.482 4.283
H 0.173 3.100 3.586
H 2.031 4.236 4.739
H 4.058 4.881 3.483
H 4.243 4.368 1.074
H 2.402 3.183 -0.082
H -0.877 4.866 1.393
H -3.061 5.908 1.853
H -5.082 4.505 2.067
H -4.927 2.053 1.804
H -2.737 0.999 1.320
H 1.307 -0.033 5.135
H 3.299 0.917 6.228
H 5.320 1.422 4.900
H 5.354 0.969 2.470
H 3.366 -0.004 1.368
H -1.741 0.304 3.400
H -3.185 -0.499 5.244
H -2.610 -2.580 6.442
H -0.588 -3.856 5.819
H 0.879 -3.040 4.011
C 1.432 0.319 -4.533
N 1.414 -1.022 -3.972
C 1.909 -1.384 -2.774
Se 2.882 -0.298 -1.603
N 1.720 -2.716 -2.644
C 1.118 -3.231 -3.781
C 0.741 -4.517 -4.141
C 0.204 -4.670 -5.406
C 0.046 -3.584 -6.278
C 0.409 -2.301 -5.911
C 0.941 -2.149 -4.640
H 1.484 1.039 -3.721
H 0.518 0.466 -5.104
H 2.299 0.446 -5.180
H 2.005 -3.225 -1.822
H 0.876 -5.358 -3.474
H -0.091 -5.657 -5.738
H -0.373 -3.753 -7.261
H 0.267 -1.463 -6.580
O -3.719 -2.945 -6.532
C -2.986 -1.878 -6.166
O -2.517 -1.147 -6.994
C -2.735 -1.694 -4.703
C -2.582 -2.775 -3.844
C -2.187 -2.566 -2.532
C -2.013 -1.267 -2.048
S -1.671 -1.103 -0.321
C -2.213 -0.182 -2.904
C -2.537 -0.400 -4.229
H -4.133 -3.358 -5.764
H -2.694 -3.792 -4.204
H -2.019 -3.407 -1.872
H -2.113 0.825 -2.523
H -2.663 0.432 -4.911
```

***

[2]
A structure of composition C40H33N3P2PdS3. Source: the OMol25 dataset; level of theory: ωB97M-V with the def2-TZVPD basis set.

The calculation puts the orbital gap at 0.1275 Eh. The LUMO energy comes out at 3.71 eV. Its total energy is -3713.57231 hartree. As for the HOMO energy: 0.24 eV. As for the net charge: -2.

```
82
C40H33N3P2PdS3, DFT ωB97M-V with the def2-TZVPD basis set
Pd -0.538 0.425 -0.116
N 1.917 2.105 -0.366
P 2.132 0.414 -0.042
C 4.078 0.723 0.150
C 5.098 0.098 -0.568
C 6.435 0.232 -0.209
C 6.798 1.009 0.882
C 5.799 1.640 1.617
C 4.471 1.483 1.258
C 2.294 -0.349 -1.715
C 2.504 0.393 -2.875
C 2.648 -0.230 -4.105
C 2.590 -1.615 -4.194
C 2.377 -2.365 -3.046
C 2.225 -1.736 -1.818
P 0.252 2.398 -0.565
C 0.087 2.853 -2.341
C 0.768 3.917 -2.930
C 0.715 4.121 -4.299
C -0.039 3.265 -5.096
C -0.736 2.217 -4.516
C -0.674 2.008 -3.142
C 0.161 4.085 0.173
C -0.931 4.906 -0.123
C -1.080 6.141 0.486
C -0.139 6.580 1.412
C 0.943 5.771 1.719
C 1.088 4.532 1.108
H 2.666 2.658 -0.771
H 4.853 -0.507 -1.435
H 7.197 -0.272 -0.796
H 7.840 1.119 1.159
H 6.058 2.246 2.479
H 3.701 1.955 1.865
H 2.539 1.474 -2.820
H 2.792 0.370 -4.997
H 2.690 -2.105 -5.156
H 2.300 -3.444 -3.105
H 2.011 -2.327 -0.936
H 1.354 4.590 -2.311
H 1.262 4.944 -4.746
H -0.081 3.419 -6.169
H -1.327 1.545 -5.125
H -1.206 1.182 -2.674
H -1.673 4.568 -0.838
H -1.936 6.760 0.240
H -0.254 7.546 1.891
H 1.682 6.102 2.440
H 1.933 3.897 1.350
S -3.134 0.308 -0.480
C -3.419 -1.415 -0.317
C -4.744 -1.877 -0.320
C -5.085 -3.213 -0.194
C -4.072 -4.159 -0.056
C -2.755 -3.728 -0.051
C -2.391 -2.382 -0.176
S -0.665 -2.016 -0.149
H -5.523 -1.130 -0.427
H -6.129 -3.511 -0.201
H -4.302 -5.215 0.047
H -1.955 -4.454 0.054
S 2.086 -1.043 6.091
C 1.019 -0.409 4.804
C 0.084 -1.235 4.202
C -0.712 -0.703 3.194
N -0.610 0.560 2.798
C 0.301 1.339 3.365
C 1.147 0.905 4.378
C 1.070 -0.694 7.514
C 0.187 -1.643 8.014
C -0.562 -1.330 9.138
N -0.485 -0.167 9.780
C 0.360 0.737 9.290
C 1.153 0.526 8.174
H -0.013 -2.274 4.485
H -1.425 -1.312 2.650
H 0.374 2.350 2.974
H 1.892 1.563 4.804
H 0.080 -2.604 7.530
H -1.259 -2.059 9.537
H 0.410 1.685 9.814
H 1.822 1.298 7.819
```

***

[3]
A structure of composition C40H33N4P2RuS in a non-equilibrium geometry. Source: the OMol25 dataset; level of theory: ωB97M-V with the def2-TZVPD basis set.

Its expectation value of S² is 0.763. The calculation puts the orbital gap (alpha / beta) at 0.2254 / 0.2192 Eh. The multiplicity is 2. The LUMO energy (alpha / beta) comes out at -6.61 / -6.79 eV. Its total energy is -2938.28592 hartree. As for the HOMO energy (alpha / beta): -12.74 / -12.76 eV. As for the net charge: +2.

```
81
C40H33N4P2RuS, DFT ωB97M-V with the def2-TZVPD basis set
Ru 0.142 -0.276 -0.058
C 1.656 -2.964 -1.147
P 1.707 -1.172 -1.530
C 0.599 -0.968 -2.951
C 0.739 0.149 -3.785
C -0.167 0.369 -4.807
C -1.242 -0.500 -4.989
C -1.398 -1.597 -4.158
C -0.483 -1.833 -3.137
C 3.358 -0.755 -2.083
C 3.855 -1.295 -3.272
C 5.116 -0.931 -3.712
C 5.878 -0.031 -2.973
C 5.390 0.495 -1.785
C 4.125 0.137 -1.339
C 0.583 -3.192 -0.124
C -0.027 -4.304 0.341
C -0.923 -3.906 1.409
C -0.814 -2.569 1.556
C -1.478 -1.552 2.427
P -1.900 -0.227 1.230
C -2.145 1.352 2.099
C -3.048 2.444 1.679
C -2.599 3.690 1.606
C -1.120 3.973 1.485
C -0.224 2.861 2.191
C -0.987 1.658 2.674
C -3.439 -0.798 0.494
C -4.593 -0.921 1.270
C -5.731 -1.493 0.726
C -5.718 -1.949 -0.589
C -4.579 -1.813 -1.368
C -3.439 -1.233 -0.828
N 0.094 -2.084 0.593
H 2.637 -3.243 -0.756
H 1.490 -3.541 -2.057
H 1.577 0.823 -3.648
H -0.039 1.217 -5.468
H -1.951 -0.322 -5.788
H -2.223 -2.282 -4.311
H -0.603 -2.707 -2.505
H 3.260 -1.993 -3.850
H 5.505 -1.342 -4.634
H 6.855 0.266 -3.331
H 5.992 1.186 -1.211
H 3.729 0.550 -0.418
H 0.134 -5.311 -0.015
H -1.551 -4.559 1.995
H -0.777 -1.161 3.168
H -2.363 -1.927 2.935
H -4.099 2.219 1.540
H -3.270 4.526 1.447
H -0.874 4.977 1.834
H 1.405 3.986 2.874
H -0.391 0.873 3.118
H -4.599 -0.575 2.299
H -6.626 -1.593 1.325
H -6.602 -2.413 -1.004
H -4.581 -2.161 -2.393
H -2.546 -1.123 -1.434
N 0.824 3.218 3.220
C 1.667 2.001 3.498
C 2.229 1.905 4.759
C 2.998 0.804 5.085
C 3.184 -0.197 4.137
C 2.623 -0.091 2.877
C 1.847 1.008 2.515
N 1.322 1.090 1.213
C 0.497 2.159 1.052
C -0.050 2.541 -0.089
C -0.741 3.850 -0.044
S -1.978 3.653 -1.398
C -1.323 2.087 -1.815
N -0.375 1.633 -1.076
H 0.401 3.523 4.098
H 2.069 2.691 5.490
H 3.443 0.729 6.067
H 3.772 -1.070 4.388
H 2.764 -0.868 2.135
H -0.100 4.681 -0.338
H -1.749 1.513 -2.632
```

***

[4]
A structure of composition C40H34N14SV in a non-equilibrium geometry. Source: the OMol25 dataset; level of theory: ωB97M-V with the def2-TZVPD basis set.

Its expectation value of S² is 3.816. The calculation puts the orbital gap (alpha / beta) at 0.1910 / 0.1562 Eh. The multiplicity is 4. The LUMO energy (alpha / beta) comes out at -1.22 / -1.77 eV. Its total energy is -3653.50508 hartree. As for the HOMO energy (alpha / beta): -6.41 / -6.02 eV.

```
90
C40H34N14SV, DFT ωB97M-V with the def2-TZVPD basis set
V 1.274 0.915 0.398
C -3.809 5.112 0.183
C -3.620 5.171 1.559
C -2.477 4.530 2.095
C -1.638 3.714 1.347
C -0.340 3.039 1.639
N 0.101 2.885 2.910
C 0.951 2.018 3.251
C 1.390 1.725 4.664
C 1.278 2.433 5.837
C 1.988 1.950 6.912
C 2.755 0.773 6.864
C 2.804 0.071 5.645
C 2.197 0.553 4.474
C 2.296 0.181 3.099
N 3.021 -0.822 2.681
C 3.313 -1.039 1.439
N 2.888 -0.229 0.279
C 3.319 -0.848 -0.823
N 2.976 -0.676 -2.099
C 2.113 0.184 -2.467
N 1.385 1.110 -1.599
C 0.456 1.731 -2.282
N -0.595 2.482 -1.956
C -0.749 2.786 -0.610
N 0.081 2.510 0.405
C -1.917 3.579 -0.083
C -3.077 4.148 -0.578
C 0.516 1.314 -3.749
C -0.171 1.787 -4.822
C 0.299 1.162 -6.007
C 1.110 0.074 -6.039
C 1.859 -0.291 -4.961
C 1.482 0.313 -3.800
C 4.241 -1.895 -0.487
C 4.886 -2.859 -1.231
C 5.561 -3.940 -0.602
C 5.598 -4.057 0.814
C 4.890 -3.076 1.534
C 4.223 -1.981 1.001
N 1.457 1.091 2.370
H -4.717 5.543 -0.232
H -4.276 5.788 2.234
H -2.172 4.692 3.131
H 0.577 3.270 5.922
H 1.970 2.506 7.830
H 3.496 0.414 7.568
H 3.457 -0.776 5.520
H -3.323 3.872 -1.598
H -0.962 2.536 -4.736
H -0.241 1.403 -6.942
H 1.266 -0.313 -7.058
H 2.594 -1.097 -4.844
H 5.005 -2.830 -2.309
H 6.194 -4.641 -1.150
H 6.070 -4.881 1.309
H 4.940 -3.106 2.595
C -2.301 0.702 2.980
N -2.956 0.775 1.691
C -3.633 -0.255 1.131
S -4.659 0.146 -0.133
N -3.414 -1.495 1.654
C -4.075 -2.679 1.235
H -2.287 1.741 3.397
H -1.320 0.204 2.896
H -2.854 0.030 3.683
H -3.225 1.703 1.333
H -2.874 -1.597 2.504
H -5.108 -2.792 1.594
H -3.503 -3.501 1.545
H -4.178 -2.699 0.159
C -0.614 -3.293 -3.700
C -2.034 -2.654 -3.601
C -2.076 -1.340 -4.329
C -2.493 -2.562 -2.082
N -1.459 -2.012 -1.138
C -1.130 -0.774 -0.968
N -0.143 -0.675 -0.100
N 0.173 -1.921 0.204
N -0.632 -2.780 -0.372
H -0.364 -3.277 -4.780
H -0.566 -4.277 -3.250
H 0.118 -2.720 -3.239
H -2.706 -3.375 -4.031
H -1.083 -0.842 -4.156
H -2.855 -0.693 -3.966
H -2.257 -1.570 -5.371
H -2.658 -3.626 -1.754
H -3.417 -1.955 -2.010
H -1.609 0.058 -1.470
```

***

[5]
A structure of composition C40H34N4PSV in a non-equilibrium geometry. Source: the OMol25 dataset; level of theory: ωB97M-V with the def2-TZVPD basis set.

Its expectation value of S² is 0.821. The calculation puts the orbital gap (alpha / beta) at 0.2606 / 0.2427 Eh. The multiplicity is 2. The LUMO energy (alpha / beta) comes out at -2.05 / -2.03 eV. Its total energy is -3447.05534 hartree. As for the HOMO energy (alpha / beta): -9.14 / -8.63 eV. As for the net charge: +1.

```
81
C40H34N4PSV, DFT ωB97M-V with the def2-TZVPD basis set
V -0.196 -0.316 0.734
C 1.905 -1.161 3.685
C 1.660 -2.499 3.389
C 2.291 -3.098 2.298
C 3.160 -2.354 1.502
C 3.416 -1.020 1.814
C 2.796 -0.429 2.907
H 1.432 -0.699 4.546
H 0.996 -3.082 4.019
H 2.136 -4.152 2.090
H 3.655 -2.822 0.658
H 4.119 -0.443 1.224
H 3.024 0.598 3.165
C 4.512 -2.820 -3.584
C 4.820 -2.100 -2.434
C 3.814 -1.448 -1.738
C 2.489 -1.498 -2.180
C 2.188 -2.236 -3.319
C 3.198 -2.889 -4.020
P 1.236 -0.526 -1.257
C -0.180 -0.568 -2.422
C -0.484 0.461 -3.313
C -1.616 0.383 -4.116
C -2.453 -0.728 -4.047
C -2.161 -1.755 -3.161
C -1.037 -1.668 -2.343
C 1.902 1.175 -1.261
C 2.624 1.703 -2.300
C 3.204 2.988 -2.186
C 3.087 3.686 -1.018
C 2.365 3.159 0.083
C 2.253 3.872 1.311
C 1.546 3.340 2.345
C 0.897 2.078 2.199
C 0.951 1.332 1.042
C 1.736 1.897 -0.038
H 5.297 -3.319 -4.139
H 5.844 -2.041 -2.085
H 4.066 -0.870 -0.856
H 1.172 -2.297 -3.681
H 2.952 -3.447 -4.916
H 0.165 1.328 -3.376
H -1.842 1.188 -4.807
H -3.329 -0.789 -4.682
H -2.807 -2.624 -3.105
H -0.815 -2.474 -1.652
H 2.768 1.132 -3.213
H 3.755 3.406 -3.022
H 3.556 4.661 -0.917
H 2.742 4.836 1.409
H 1.465 3.884 3.279
H 0.345 1.698 3.057
N -5.033 2.696 -1.768
C -3.970 2.079 -1.195
C -2.778 2.762 -0.931
C -1.722 2.096 -0.366
N -1.745 0.781 -0.018
C -2.910 0.146 -0.270
C -4.014 0.731 -0.836
H -5.004 3.673 -1.989
H -5.882 2.199 -1.954
H -2.671 3.813 -1.177
H -0.807 2.626 -0.159
H -2.966 -0.902 0.006
H -4.909 0.139 -1.002
N -0.761 -3.011 1.274
C -1.600 -2.252 2.070
N -1.448 -0.960 2.235
C -2.529 -0.432 2.993
C -2.699 0.907 3.320
C -3.815 1.268 4.054
C -4.757 0.313 4.453
C -4.595 -1.022 4.123
C -3.467 -1.372 3.387
S -3.002 -2.947 2.803
H 0.221 -2.763 1.285
H -0.878 -4.011 1.332
H -1.972 1.642 2.994
H -3.960 2.308 4.326
H -5.625 0.619 5.023
H -5.322 -1.765 4.427
```